No. 1
{"formula": "C26H36AsClIO2P2Ti", "method": "wB97M-V/def2-TZVPD", "spin_multiplicity": 2, "relative_energy_ev": 0.000, "e_tot_ha": -5688.2332, "lumo_energy_ev": [-6.27, -5.97], "orbital_gap_ev": [7.3, 8.0], "fmax_ev_per_a": 3.0, "charge": 2, "symbols": ["C", "C", "H", "H", "H", "O", "I", "Ti", "P", "C", "C", "H", "H", "H", "H", "H", "H", "C", "H", "H", "H", "P", "C", "C", "H", "H", "H", "C", "H", "H", "H", "H", "H", "H", "Cl", "O", "As", "C", "C", "C", "C", "C", "C", "C", "C", "C", "C", "C", "C", "C", "C", "C", "C", "C", "C", "H", "H", "H", "H", "H", "H", "H", "H", "H", "H", "H", "H", "H", "H", "H"], "positions_angstrom": [[0.01, 0.72, -7.34], [0.01, 1.40, -6.00], [0.01, 1.48, -8.13], [-0.89, 0.10, -7.44], [0.90, 0.09, -7.45], [0.02, 2.58, -5.76], [-0.01, 0.03, -4.28], [-0.01, -0.79, -0.02], [2.41, -0.11, -0.26], [3.39, 1.03, 0.78], [3.17, -1.68, 0.34], [4.24, -1.62, 0.10], [4.22, -0.06, -1.84], [2.71, -2.54, -0.16], [2.67, -0.55, -2.63], [3.21, 0.83, 1.85], [3.04, -1.77, 1.43], [3.14, 0.12, -1.91], [4.45, 0.85, 0.56], [2.96, 1.16, -2.23], [3.13, 2.06, 0.54], [-2.40, -0.06, -0.34], [-3.21, 1.19, 0.71], [-3.18, 0.20, -1.96], [-2.86, -2.46, -0.29], [-4.31, -1.46, 0.09], [-3.05, -1.75, 1.34], [-3.23, -1.59, 0.26], [-2.74, -0.47, -2.71], [-4.26, 0.02, -1.86], [-4.29, 1.01, 0.71], [-3.01, 2.19, 0.29], [-3.00, 1.24, -2.28], [-2.83, 1.16, 1.74], [-0.03, -2.69, -1.15], [-0.10, -0.95, 1.78], [-0.07, -0.49, 3.52], [-1.38, -1.58, 4.35], [-2.74, -1.40, 4.03], [-3.72, -2.13, 4.71], [-3.35, -3.03, 5.71], [-2.00, -3.22, 6.03], [-1.02, -2.48, 5.37], [1.73, -0.92, 3.99], [2.15, -2.25, 3.85], [3.41, -2.63, 4.32], [4.26, -1.67, 4.86], [3.87, -0.33, 4.95], [2.59, 0.05, 4.53], [-0.56, 1.36, 3.48], [-1.55, 1.87, 4.32], [-1.86, 3.23, 4.29], [-1.15, 4.09, 3.45], [-0.13, 3.59, 2.63], [0.17, 2.22, 2.64], [-3.04, -0.65, 3.30], [-4.78, -1.96, 4.48], [-4.12, -3.56, 6.27], [-1.72, -3.90, 6.84], [0.03, -2.59, 5.66], [1.47, -2.99, 3.42], [3.70, -3.68, 4.28], [5.23, -1.97, 5.25], [4.53, 0.42, 5.38], [2.23, 1.08, 4.65], [-2.05, 1.21, 5.03], [-2.63, 3.62, 4.95], [-1.35, 5.15, 3.46], [0.47, 4.26, 2.00], [0.97, 1.81, 2.01]]}

No. 2
{"formula": "C3H7NO2", "method": "wB97M-V/def2-TZVPD", "relative_energy_ev": 1.789, "e_tot_ha": -323.7152, "lumo_energy_ev": 0.82, "orbital_gap_ev": 9.8, "fmax_ev_per_a": 3.5, "smiles": "C[C@@H](O)C(N)=O", "symbols": ["C", "C", "O", "C", "O", "N", "H", "H", "H", "H", "H", "H", "H"], "positions_angstrom": [[-1.62, 0.27, -0.01], [-0.47, -0.36, 0.65], [-0.31, -1.73, 0.45], [0.91, 0.58, -0.07], [0.60, 1.67, -0.51], [2.18, 0.19, -0.31], [-1.92, 1.27, 0.31], [-2.53, -0.33, -0.06], [-1.18, 0.40, -1.09], [-0.40, -0.16, 1.71], [-0.60, -1.94, -0.45], [2.48, -0.65, 0.13], [2.88, 0.80, -0.73]]}

Number 2 is which compound? C3H7NO2